i) Below is C4H3NO2S in the gas phase, with properties calculated with ωB97M-V/def2-TZVPD.

```
11
Properties=species:S:1:pos:R:3
C -1.56 0.07 0.14
C 0.79 -0.16 -0.12
C 1.95 -0.79 -0.32
C 2.32 1.29 0.13
H -1.36 1.13 0.25
H 2.28 -1.87 -0.47
H 2.79 2.20 0.36
N 2.91 0.20 -0.24
O -0.48 -0.70 -0.14
O 0.96 1.14 0.23
S -3.06 -0.55 0.12
```

Orbital gap   0.33268 Eh
Highest occupied orbital energy   -9.28 eV

ii) Below is C4H3NO2S in the gas phase, with properties calculated with ωB97M-V/def2-TZVPD.

```
11
Properties=species:S:1:pos:R:3
C 1.43 -0.08 -0.10
C 0.40 -1.18 -0.14
C 0.43 1.39 -0.06
C -0.95 -0.58 0.28
N -0.80 0.88 0.10
O 0.59 -2.35 -0.35
O 0.78 2.49 -0.24
S 3.01 -0.26 0.05
H -1.70 -0.82 -0.54
H -1.54 -0.81 1.14
H -1.66 1.32 -0.13
```

Orbital gap   0.26286 Eh
Highest occupied orbital energy   -8.95 eV

iii) Below is C4H3NO2S in the gas phase, with properties calculated with ωB97M-V/def2-TZVPD.

```
11
Properties=species:S:1:pos:R:3
C 1.55 -0.31 -1.57
C -1.22 1.20 0.67
C -0.57 0.06 0.45
C 0.84 -0.13 0.80
N 1.56 -0.46 -0.36
O 1.65 -0.31 -2.72
O 1.39 -0.12 1.85
S -1.46 -1.16 -0.61
H -2.27 1.35 0.34
H -0.72 1.96 1.23
H -0.74 -2.08 -0.09
```

Orbital gap   0.35232 Eh
Highest occupied orbital energy   -9.64 eV

Stability check: which of them is most stable? iii).

i) Below is 2 unconnected molecules or ions with the total composition C3H5Br, with properties calculated with ωB97M-V/def2-TZVPD.

```
9
Properties=species:S:1:pos:R:3
C -0.11 1.52 0.40
C -0.58 0.38 0.03
C 0.62 -1.30 -0.29
Br -2.38 -0.25 -0.37
H -0.71 2.35 0.54
H 0.98 1.49 0.47
H 1.22 -0.79 -1.04
H 1.06 -1.32 0.69
H -0.09 -2.07 -0.43
```

Orbital gap   0.37835 Eh
Highest occupied orbital energy   -9.49 eV

ii) Below is a molecular structure, C3H5Br, with properties calculated with ωB97M-V/def2-TZVPD.

```
9
Properties=species:S:1:pos:R:3
C -0.02 -0.79 -0.29
C -0.02 0.77 -0.29
C 0.95 0.04 0.47
Br 2.83 0.00 -0.02
H -0.61 -1.36 0.25
H 0.36 -1.13 -1.25
H 0.39 0.93 -1.38
H -0.85 1.33 0.15
H 0.85 -0.18 1.80
```

Orbital gap   0.39773 Eh
Highest occupied orbital energy   -9.80 eV

Stability check: which of them is most stable? ii).

i) Below is C4H6F2 in the gas phase, with properties calculated with ωB97M-V/def2-TZVPD.

```
12
Properties=species:S:1:pos:R:3
C -0.75 -0.56 0.53
C -0.10 -0.70 -0.82
C 0.96 0.37 -0.37
C 0.01 0.76 0.70
H -0.52 -1.35 1.26
H 0.24 -1.70 -1.16
H -0.69 -0.22 -1.50
H 1.88 -0.20 -0.05
H 0.45 0.93 1.70
H -0.60 1.59 0.42
F -2.16 -0.31 0.46
F 1.28 1.39 -1.17
```

Orbital gap   0.44023 Eh
Highest occupied orbital energy   -10.91 eV

ii) Below is C4H6F2 in the gas phase, with properties calculated with ωB97M-V/def2-TZVPD.

```
12
Properties=species:S:1:pos:R:3
C 1.46 0.00 -0.56
C 0.47 0.29 0.56
C -0.74 -0.55 0.30
C -1.88 0.02 -0.01
H 2.38 0.48 -0.34
H 1.14 0.33 -1.53
H 1.71 -1.03 -0.61
H 0.91 -0.04 1.54
H 0.27 1.36 0.56
H -0.65 -1.62 0.42
F -2.03 1.35 -0.10
F -3.04 -0.58 -0.22
```

Orbital gap   0.38826 Eh
Highest occupied orbital energy   -9.50 eV

Stability check: which of them is most stable? ii).

i) Below is C3H7O2P in the gas phase, with properties calculated with ωB97M-V/def2-TZVPD.

```
13
Properties=species:S:1:pos:R:3
C -1.80 0.34 -0.88
C -0.92 0.53 0.08
C 0.42 -0.09 0.07
O 0.54 -1.08 1.23
O 0.65 -0.67 -1.17
P 1.68 1.25 0.38
H -2.79 0.75 -0.95
H -1.46 -0.18 -1.71
H -1.13 1.25 0.91
H -0.20 -1.75 1.22
H 0.67 -1.64 -1.18
H 2.84 0.51 0.24
H 1.50 0.78 1.74
```

Orbital gap   0.38456 Eh
Highest occupied orbital energy   -9.82 eV

ii) Below is C3H7O2P in the gas phase, with properties calculated with ωB97M-V/def2-TZVPD.

```
13
Properties=species:S:1:pos:R:3
C -1.08 1.25 0.25
C 0.45 -0.78 0.93
C -1.24 1.72 -1.19
O -0.35 0.11 0.26
O 2.43 -2.21 0.03
P 0.78 -2.27 -0.03
H -1.27 1.77 1.13
H 0.61 -0.56 2.09
H -0.35 1.97 -1.68
H -1.97 2.60 -1.17
H -1.68 0.91 -1.85
H 2.72 -1.30 0.21
H 0.96 -3.21 1.03
```

Orbital gap (spin up / spin down)   0.28025 / 0.30721 Eh
Highest occupied orbital energy (spin up / spin down)   -7.86 / -8.02 eV

Stability check: which of them is most stable? i).

i) Below is 3 unconnected molecules or ions with the total composition C3H11NO3S, with properties calculated with ωB97M-V/def2-TZVPD.

```
19
Properties=species:S:1:pos:R:3
C -0.39 0.38 -0.62
O -0.95 -0.82 -1.06
C 1.05 0.31 -0.07
C 1.37 1.52 0.80
S 0.81 1.52 2.59
N 1.36 -0.92 0.65
H -0.42 1.18 -1.40
H -1.04 0.76 0.19
H 1.73 0.39 -0.94
H 0.94 2.43 0.38
H 2.44 1.64 0.93
H 0.74 -0.92 1.46
H 1.11 -1.68 0.02
H -3.23 -0.65 -2.50
H -2.82 -0.03 -1.25
O -3.63 -0.10 -1.81
H -0.22 -3.45 -1.74
H -0.13 -1.94 -1.62
O 0.16 -2.73 -2.26
```

Orbital gap   0.20762 Eh
Highest occupied orbital energy   0.56 eV
Total charge   -2

ii) Below is 3 unconnected molecules or ions with the total composition C3H11NO3S, with properties calculated with ωB97M-V/def2-TZVPD.

```
19
Properties=species:S:1:pos:R:3
C 1.88 -0.03 -0.34
C 2.26 -1.52 -0.19
S 3.93 -1.92 0.26
N 0.59 0.23 -0.98
C -0.60 0.10 -0.14
O -0.80 1.22 0.67
H 2.67 0.41 -0.96
H 1.87 0.52 0.60
H 1.58 -1.96 0.55
H 1.95 -1.96 -1.15
H 0.45 -0.35 -1.79
H -1.44 0.00 -0.84
H -0.58 -0.79 0.50
H -4.79 1.72 0.10
H -5.46 0.40 -0.19
O -5.73 1.31 -0.13
H -1.75 1.58 0.58
H -3.31 2.96 0.38
O -3.29 2.03 0.54
```

Orbital gap   0.22065 Eh
Highest occupied orbital energy   -0.20 eV
Total charge   -2

Stability check: which of them is most stable? ii).

i) Below is 2 unconnected molecules or ions with the total composition C10H17N, with properties calculated with ωB97M-V/def2-TZVPD.

```
28
Properties=species:S:1:pos:R:3
C -2.26 -0.18 2.32
C -1.52 -0.73 3.36
C -0.20 -0.85 3.25
C 0.53 -0.43 2.10
C -0.26 0.19 1.12
C 0.46 0.27 -1.41
C 1.56 -0.49 -0.84
C 0.64 1.78 -1.15
C -0.94 -0.21 -1.23
C 0.65 -0.03 -2.92
H -3.37 -0.33 2.20
H -1.94 -1.07 4.22
H 0.27 -1.39 4.07
H 1.57 -0.51 2.01
H 0.00 0.57 0.08
H 2.45 -0.15 -1.41
H 1.94 -0.23 0.33
H 1.50 -1.67 -0.79
H 0.18 2.59 -1.92
H 0.33 2.16 -0.19
H 1.85 1.95 -1.13
H -1.73 0.17 -2.06
H -1.34 -0.20 -0.10
H -0.79 -1.34 -1.49
H 0.18 -1.09 -2.96
H 0.14 0.82 -3.43
H 1.63 0.02 -3.30
N -1.56 0.40 1.29
```

Orbital gap   0.34764 Eh
Highest occupied orbital energy   -8.72 eV

ii) Below is a molecular structure, C10H17N, with properties calculated with ωB97M-V/def2-TZVPD.

```
28
Properties=species:S:1:pos:R:3
C 1.55 -1.15 1.41
C 0.14 -1.22 0.94
C -1.11 -1.07 1.79
C -2.38 -0.72 1.01
C -3.58 -0.69 2.05
C 2.80 1.04 -1.39
C 2.55 0.69 -2.78
C 1.46 0.98 -3.45
C 0.51 1.87 -2.79
C 0.81 2.18 -1.35
H 1.84 -0.40 2.15
H 2.21 -1.99 1.91
H 2.22 -0.50 0.43
H -0.05 -1.98 0.24
H 0.08 -0.26 0.31
H -1.25 -1.96 2.41
H -1.07 -0.23 2.43
H -2.35 -1.43 0.26
H -2.38 0.36 0.61
H -3.47 0.05 2.94
H -4.56 -0.49 1.52
H -3.77 -1.58 2.63
H 3.80 0.98 -0.95
H 3.15 -0.11 -3.25
H 1.28 0.76 -4.48
H -0.51 2.20 -3.32
H 0.20 2.96 -0.67
N 1.89 1.67 -0.63
```

Orbital gap   0.36044 Eh
Highest occupied orbital energy   -9.17 eV

iii) Below is 2 unconnected molecules or ions with the total composition C10H17N, with properties calculated with ωB97M-V/def2-TZVPD.

```
28
Properties=species:S:1:pos:R:3
C -0.18 1.53 -0.86
C -1.12 0.65 -0.49
C 1.93 -0.54 0.51
C -0.21 0.22 -1.49
C 0.55 2.77 -0.92
C 2.24 -1.33 1.73
C 0.27 -0.45 -2.59
C -1.61 -1.46 0.64
C -2.69 0.80 1.53
C -2.15 0.05 0.33
N 2.53 -1.05 -0.59
H 0.00 3.63 -1.00
H 1.34 2.67 -1.78
H 1.04 2.82 0.07
H 1.41 -1.38 2.44
H 3.04 -0.65 2.04
H 2.73 -2.27 1.42
H -0.16 -1.41 -3.04
H 2.57 -0.29 -1.48
H 1.16 0.02 -3.05
H -1.06 -1.46 1.55
H -0.97 -1.81 -0.14
H -2.50 -2.11 0.82
H -2.15 0.53 2.40
H -3.71 0.45 1.58
H -2.66 1.80 1.31
H -2.99 -0.05 -0.39
H 3.36 -1.69 -0.51
```

Orbital gap   0.29484 Eh
Highest occupied orbital energy   -7.07 eV

iv) Below is 2 unconnected molecules or ions with the total composition C10H17N, with properties calculated with ωB97M-V/def2-TZVPD.

```
28
Properties=species:S:1:pos:R:3
C 0.30 2.16 -0.31
C -0.42 0.81 -0.52
C -1.67 0.55 0.26
C -2.42 -0.70 -0.41
C -3.85 -1.17 0.20
C 1.38 -1.04 0.98
C 1.86 0.31 1.27
C 2.96 0.54 0.35
C 3.56 -0.34 -0.49
C 2.88 -1.61 -0.62
H -0.32 2.81 -1.21
H 0.07 2.60 0.79
H 1.42 2.13 -0.68
H -0.01 -0.18 -0.06
H -0.51 0.62 -1.55
H -1.43 0.34 1.35
H -2.23 1.57 0.18
H -1.60 -1.54 -0.45
H -2.53 -0.50 -1.45
H -4.44 -0.24 0.16
H -4.07 -2.14 -0.52
H -3.53 -1.71 1.28
H 0.45 -1.46 1.44
H 1.30 0.95 1.99
H 3.20 1.78 0.19
H 4.47 -0.08 -0.98
H 3.38 -2.56 -1.16
N 1.76 -1.89 -0.01
```

Orbital gap   0.35458 Eh
Highest occupied orbital energy   -8.94 eV

Stability check: which of them is most stable? ii).